[1]
176
Properties=species:S:1:pos:R:3 method="wB97M-V/def2-TZVPD" e_lumo_ev=-0.096 homo_lumo_gap_ev=8.19 smiles="COCCNCCOC.COCCNCCOC.COCCNCCOC.COCCNCCOC.COCCNCCOC.NC(N)=O.NC(N)=O.NC(N)=O.NC(N)=O.NC(N)=O.NC(N)=O.NC(N)=O" total_charge=0 homo_ha=-0.3047
C -3.84 3.69 2.70
O -3.50 4.54 1.64
C -2.95 3.93 0.48
C -2.18 4.80 -0.41
N -2.37 4.31 -1.77
C -1.95 5.27 -2.83
C -1.81 4.59 -4.22
O -0.41 4.27 -4.36
C -0.03 3.95 -5.66
H -4.70 3.07 2.44
H -3.98 4.24 3.63
H -3.11 2.93 2.97
H -3.87 3.64 -0.02
H -2.25 3.13 0.70
H -1.11 4.79 -0.21
H -2.56 5.82 -0.44
H -1.64 3.61 -1.83
H -1.05 5.85 -2.63
H -2.71 6.06 -2.84
H -2.17 5.32 -4.95
H -2.41 3.68 -4.29
H -0.75 4.31 -6.41
H 0.10 2.87 -5.74
H 0.93 4.41 -5.90
C -0.39 14.90 -3.64
O -0.04 13.60 -4.23
C 0.96 13.67 -5.22
C 1.88 12.40 -5.08
N 1.05 11.16 -5.17
C 0.51 10.96 -6.54
C 1.49 10.89 -7.77
O 2.17 12.17 -7.98
C 3.11 12.14 -9.05
H -1.13 15.40 -4.25
H 0.51 15.50 -3.53
H -0.82 14.77 -2.64
H 1.60 14.55 -5.17
H 0.54 13.73 -6.22
H 2.43 12.47 -4.14
H 2.71 12.45 -5.79
H 0.33 11.14 -4.47
H -0.27 11.66 -6.81
H -0.12 10.07 -6.63
H 0.93 10.57 -8.65
H 2.36 10.23 -7.72
H 2.54 12.07 -9.97
H 3.85 11.35 -8.89
H 3.63 13.09 -8.98
C 10.03 8.62 1.64
O 8.95 8.52 0.67
C 9.29 8.48 -0.74
C 8.11 8.81 -1.64
N 6.80 8.19 -1.28
C 6.84 6.77 -1.50
C 5.51 6.11 -1.06
O 5.05 6.23 0.28
C 3.70 5.73 0.43
H 10.55 7.67 1.71
H 9.57 8.85 2.60
H 10.74 9.41 1.40
H 9.56 7.47 -1.05
H 10.11 9.14 -1.02
H 8.25 8.52 -2.68
H 7.99 9.89 -1.67
H 6.49 8.40 -0.34
H 7.56 6.31 -0.82
H 7.08 6.56 -2.55
H 5.55 5.04 -1.26
H 4.75 6.66 -1.61
H 3.10 6.65 0.42
H 3.70 5.30 1.43
H 3.27 5.10 -0.34
C 2.83 11.53 -1.49
O 3.30 11.26 -0.22
C 4.25 10.13 -0.09
C 4.60 9.88 1.39
N 5.58 8.79 1.52
C 6.27 8.84 2.80
C 5.36 8.78 4.12
O 4.62 9.99 4.35
C 3.81 10.02 5.53
H 2.25 12.45 -1.46
H 2.16 10.73 -1.82
H 3.69 11.59 -2.16
H 5.16 10.30 -0.67
H 3.81 9.20 -0.45
H 3.69 9.61 1.93
H 4.98 10.78 1.86
H 5.30 7.84 1.31
H 6.83 9.77 2.89
H 6.99 8.01 2.83
H 5.86 8.42 5.02
H 4.61 8.01 3.94
H 3.32 9.05 5.59
H 3.18 10.91 5.46
H 4.55 10.13 6.32
C 0.14 4.88 2.41
O 0.19 6.30 2.41
C 1.18 6.84 3.29
C 1.18 8.33 3.10
N -0.04 9.01 3.54
C -0.01 10.46 3.41
C 0.02 10.93 1.97
O 0.02 12.34 2.12
C -0.40 12.99 0.94
H -0.90 4.61 2.24
H 0.52 4.56 3.38
H 0.72 4.45 1.59
H 2.14 6.44 2.96
H 0.95 6.53 4.31
H 1.39 8.67 2.09
H 1.98 8.67 3.75
H -0.38 8.83 4.47
H 0.86 10.78 3.97
H -0.84 10.85 4.00
H -0.83 10.47 1.47
H 0.97 10.76 1.46
H -0.66 14.03 1.16
H -1.34 12.48 0.74
H 0.23 12.90 0.05
N -0.82 7.85 -5.53
C -1.27 7.43 -6.68
N -0.38 6.83 -7.42
O -2.43 7.56 -7.07
H -1.41 8.34 -4.87
H 0.11 7.48 -5.38
H 0.59 6.84 -7.13
H -0.85 6.34 -8.16
N 5.15 8.43 -3.89
C 4.54 9.52 -4.22
N 3.31 9.29 -4.67
O 5.01 10.56 -3.99
H 4.53 7.66 -3.69
H 5.88 8.68 -3.23
H 2.57 9.97 -4.78
H 3.03 8.36 -4.95
N 1.34 1.67 -1.96
C 0.89 2.65 -1.20
N 0.80 3.75 -1.85
O 0.80 2.56 0.01
H 1.70 0.85 -1.50
H 1.47 1.82 -2.95
H 0.48 4.49 -1.23
H 0.65 3.87 -2.84
N -2.34 10.73 -3.12
C -2.44 10.29 -1.88
N -3.38 9.44 -1.71
O -1.68 10.63 -1.04
H -1.82 11.57 -3.33
H -3.04 10.33 -3.73
H -3.78 9.22 -0.81
H -3.97 9.31 -2.52
N 3.34 5.89 -5.67
C 2.56 6.33 -4.76
N 2.94 6.01 -3.54
O 1.66 7.04 -5.06
H 3.94 5.13 -5.38
H 3.27 6.30 -6.59
H 2.37 6.40 -2.80
H 3.84 5.56 -3.45
N 0.79 8.34 -2.61
C 0.71 7.65 -1.52
N 0.01 8.27 -0.61
O 1.26 6.58 -1.32
H 1.25 8.00 -3.45
H 0.51 9.30 -2.65
H -0.46 9.13 -0.86
H -0.25 7.80 0.24
N -2.65 6.89 2.55
C -3.46 7.77 2.09
N -2.81 8.92 2.16
O -4.55 7.66 1.72
H -1.68 7.08 2.74
H -2.90 5.93 2.32
H -3.31 9.80 2.20
H -1.81 8.97 2.29

[2]
191
Properties=species:S:1:pos:R:3 method="wB97M-V/def2-TZVPD" e_lumo_ev=-0.311 homo_lumo_gap_ev=7.93 total_charge=0 homo_ha=-0.3028
C 26.18 9.56 2.06
C 27.48 10.29 2.41
C 27.50 11.79 2.58
O 27.61 12.34 1.23
C 28.24 13.59 1.20
N 27.86 9.67 3.69
H 26.42 8.52 1.86
H 25.76 9.94 1.12
H 25.34 9.70 2.74
H 28.22 10.06 1.64
H 28.35 12.17 3.16
H 26.65 12.32 3.01
H 27.75 14.34 1.83
H 28.34 13.97 0.18
H 29.30 13.62 1.51
H 27.09 9.44 4.30
H 28.55 10.17 4.23
C 30.71 9.41 -1.76
C 31.13 10.70 -1.11
C 30.91 10.87 0.42
O 31.54 9.74 1.03
C 31.22 9.49 2.38
N 32.58 10.83 -1.37
H 31.24 9.36 -2.71
H 29.64 9.26 -1.86
H 31.04 8.64 -1.07
H 30.58 11.59 -1.44
H 29.85 10.81 0.67
H 31.36 11.82 0.72
H 30.15 9.39 2.58
H 31.65 10.26 3.03
H 31.78 8.64 2.76
H 33.04 11.27 -0.57
H 33.03 9.92 -1.31
C 31.95 11.80 -6.44
C 31.49 11.97 -4.98
C 30.17 11.21 -4.71
O 29.13 11.57 -5.62
C 27.87 10.97 -5.30
N 32.59 11.46 -4.16
H 32.20 10.75 -6.61
H 32.81 12.41 -6.69
H 31.13 12.10 -7.10
H 31.31 13.02 -4.76
H 29.83 11.47 -3.70
H 30.30 10.12 -4.71
H 27.99 9.93 -5.60
H 27.06 11.48 -5.82
H 27.63 11.07 -4.24
H 32.78 10.52 -4.50
H 32.29 11.32 -3.19
C 32.36 13.52 4.02
C 32.49 14.26 5.35
C 32.56 15.79 5.10
O 32.50 16.53 6.29
C 33.57 16.43 7.20
N 31.36 13.95 6.21
H 33.27 13.56 3.43
H 31.49 13.92 3.49
H 32.11 12.51 4.37
H 33.42 13.86 5.76
H 31.72 16.10 4.47
H 33.41 16.07 4.47
H 33.42 17.27 7.87
H 34.53 16.55 6.70
H 33.56 15.44 7.67
H 30.50 14.26 5.76
H 31.34 14.60 7.00
C 35.37 15.62 -2.28
C 34.50 14.71 -3.16
C 35.38 13.70 -3.96
O 36.01 12.78 -3.08
C 36.45 11.51 -3.61
N 33.50 14.00 -2.34
H 35.69 15.18 -1.33
H 34.83 16.54 -2.08
H 36.28 15.90 -2.80
H 33.96 15.23 -3.96
H 36.15 14.21 -4.55
H 34.67 13.20 -4.62
H 36.12 10.59 -3.11
H 37.51 11.71 -3.41
H 36.11 11.48 -4.65
H 32.98 13.55 -3.10
H 33.98 13.17 -1.98
C 32.33 9.75 6.17
C 30.83 9.57 5.89
C 30.26 8.28 6.47
O 30.87 7.13 5.82
C 30.54 5.85 6.37
N 30.07 10.70 6.35
H 32.68 10.68 5.73
H 32.90 8.98 5.65
H 32.46 9.66 7.25
H 30.77 9.54 4.80
H 29.19 8.27 6.27
H 30.41 8.18 7.55
H 29.56 5.68 6.81
H 31.25 5.63 7.17
H 30.60 5.11 5.57
H 30.47 11.63 6.37
H 29.67 10.51 7.26
C 28.31 13.99 -2.43
C 27.77 14.33 -3.84
C 27.13 15.74 -3.86
O 26.61 16.03 -5.14
C 26.06 17.30 -5.37
N 28.86 14.32 -4.80
H 27.55 14.13 -1.65
H 29.21 14.50 -2.09
H 28.58 12.94 -2.41
H 26.99 13.60 -4.07
H 27.91 16.41 -3.48
H 26.37 15.71 -3.07
H 25.46 17.74 -4.57
H 25.49 17.27 -6.30
H 26.82 18.06 -5.62
H 28.50 14.90 -5.55
H 29.02 13.39 -5.20
C 31.40 16.09 0.31
O 30.39 16.51 0.88
N 32.41 16.87 -0.18
N 31.43 14.85 -0.24
H 33.15 16.39 -0.65
H 32.45 17.83 0.12
H 32.06 14.50 -0.96
H 30.74 14.24 0.15
C 26.16 11.24 -1.67
O 27.32 10.81 -1.73
N 25.26 11.11 -2.68
N 25.72 12.03 -0.66
H 25.44 10.30 -3.27
H 24.42 11.64 -2.60
H 24.77 12.34 -0.68
H 26.33 12.24 0.13
C 33.21 6.33 -0.07
O 33.62 6.83 -1.12
N 32.23 6.88 0.70
N 33.70 5.20 0.44
H 32.04 6.39 1.56
H 31.76 7.77 0.59
H 33.38 4.73 1.26
H 34.47 4.82 -0.08
C 35.56 11.63 4.05
O 35.66 12.86 4.14
N 35.59 10.78 5.09
N 35.13 11.00 2.94
H 35.56 11.15 6.03
H 35.21 9.87 4.90
H 34.98 10.00 2.95
H 35.01 11.43 2.01
C 33.85 8.29 -4.33
O 33.94 8.96 -5.35
N 33.73 6.93 -4.33
N 33.99 8.76 -3.07
H 33.75 6.51 -5.25
H 33.59 6.46 -3.46
H 34.06 9.74 -2.83
H 33.91 8.08 -2.32
C 36.49 12.93 0.52
O 35.39 12.34 0.56
N 37.25 13.13 -0.58
N 37.09 13.34 1.66
H 37.99 13.78 -0.40
H 36.72 13.06 -1.45
H 36.66 13.24 2.58
H 37.91 13.90 1.58
C 26.65 7.81 -3.69
O 25.62 8.48 -3.62
N 27.84 8.07 -3.06
N 26.64 6.58 -4.25
H 28.58 7.56 -3.49
H 27.90 8.80 -2.37
H 27.37 5.92 -4.07
H 25.71 6.27 -4.47
C 34.57 6.77 3.74
O 34.64 8.00 3.81
N 35.49 5.99 3.17
N 33.55 6.15 4.38
H 36.22 6.37 2.60
H 35.45 5.00 3.34
H 32.85 6.83 4.63
H 33.39 5.16 4.30
C 29.09 5.83 2.39
O 28.85 4.79 1.78
N 28.44 7.00 2.16
N 30.13 6.00 3.24
H 28.33 7.68 2.92
H 27.88 7.05 1.33
H 30.78 5.23 3.29
H 30.22 6.77 3.89

[3]
78
Properties=species:S:1:pos:R:3 method="wB97M-V/def2-TZVPD" s2=0.7618 e_lumo_ev="-3.545 / -3.493" homo_lumo_gap_ev="7.23 / 7.27" multiplicity=2 total_charge=+1 homo_ha="-0.3961 / -0.3957"
Cr -0.10 -0.38 -0.23
Cl -4.60 0.24 5.41
C -3.37 -0.06 4.23
C -2.09 -0.47 4.65
C -1.10 -0.72 3.74
C -1.33 -0.54 2.37
O -0.36 -0.79 1.52
C -2.61 -0.15 1.95
C -2.95 -0.11 0.56
N -2.12 -0.25 -0.41
C -2.61 -0.34 -1.75
C -3.91 -0.45 -2.15
C -4.25 -0.57 -3.51
C -3.28 -0.60 -4.47
C -1.92 -0.50 -4.10
C -0.86 -0.57 -5.02
C 0.43 -0.51 -4.58
C 0.67 -0.38 -3.20
N -0.29 -0.28 -2.31
C -1.59 -0.36 -2.74
C -3.63 0.08 2.90
H -1.91 -0.60 5.71
H -0.12 -1.05 4.06
H -4.00 0.04 0.34
H -4.71 -0.49 -1.42
H -5.29 -0.67 -3.78
H -3.53 -0.72 -5.51
H -1.08 -0.68 -6.08
H 1.27 -0.59 -5.26
H 1.68 -0.36 -2.83
H -4.62 0.37 2.57
C -1.19 3.83 -1.10
C -0.99 2.47 -0.87
N -0.12 1.95 -0.02
C 0.64 2.83 0.71
C 0.53 4.22 0.52
C -0.41 4.71 -0.40
C 1.35 5.15 1.25
C 2.26 4.71 2.14
C 2.41 3.31 2.37
C 3.34 2.81 3.30
C 3.46 1.46 3.50
C 2.62 0.62 2.76
N 1.74 1.05 1.89
C 1.62 2.37 1.68
H -1.93 4.15 -1.81
H -1.60 1.77 -1.43
H -0.50 5.78 -0.55
H 1.21 6.20 1.06
H 2.88 5.41 2.68
H 3.96 3.51 3.84
H 4.17 1.06 4.20
H 2.68 -0.46 2.89
F 0.52 -5.70 -1.42
C 0.87 -4.43 -1.27
F 1.10 -3.93 -2.49
F 2.05 -4.41 -0.62
C -0.18 -3.55 -0.51
O 0.18 -2.27 -0.71
C -1.59 -3.86 -1.09
F -1.99 -5.11 -0.87
F -2.52 -3.05 -0.55
F -1.61 -3.63 -2.41
C -0.17 -3.94 1.00
F -0.17 -5.26 1.19
F -1.23 -3.45 1.64
F 0.92 -3.45 1.61
Br 4.76 2.62 -1.31
C 4.00 1.01 -0.70
C 4.77 0.02 -0.13
C 4.14 -1.13 0.32
C 2.76 -1.24 0.18
N 2.02 -0.27 -0.36
C 2.64 0.84 -0.80
H 5.85 0.14 -0.04
H 4.69 -1.93 0.77
H 2.22 -2.11 0.53
H 2.02 1.61 -1.24

Calculated energy above the lowest of the compared OMol25 structures with the same formula, charge and spin in order - 60.5 3.5 12.8 kcal/mol